C2H7NO2S2 | wB97M-V/def2-TZVPD

The geometry in ORCA input format:
```
! wB97M-V def2-TZVPD RIJCOSX def2/J DEFGRID3
* xyz 0 1
C -1.544 -0.091 0.265
C 0.109 -0.292 -0.336
N 0.621 -1.559 -0.080
O 1.529 1.964 -0.670
O 2.357 0.354 0.930
S -1.859 1.777 0.345
S 0.990 1.233 0.463
H -1.841 -0.516 1.340
H -2.204 -0.466 -0.590
H 0.042 -0.038 -1.410
H 0.218 -2.347 -0.578
H 0.770 -1.889 0.930
H 2.623 -0.321 0.284
H -1.809 2.190 -0.895
*
```

The calculation puts the total energy at -29440.7059 eV. For the energy above the lowest of the compared OMol25 structures with the same formula, charge and spin, the calculation gives 3.022 eV. The maximum force is 0.089 Eh/bohr. Its highest occupied orbital energy is -8.656 eV.